C26H41AsBrFeN3Si2 | ωB97M-V with the def2-TZVPD basis set

Output
LUMO energy (alpha / beta), eV: -2.935 / -4.173
Orbital gap (alpha / beta), eV: 7.2 / 6.2

```
! RIJCOSX wB97M-V def2-TZVPD def2/J DEFGRID3
* xyz 1 6
Br 0.282 -0.230 6.756
As 0.697 1.460 -0.212
Fe -0.749 -0.120 1.036
Si -0.531 3.191 -1.295
Si 2.985 1.960 -0.478
N 0.538 -1.721 1.831
N -0.649 1.045 2.983
N 0.577 -1.561 -2.914
C -2.652 -1.860 -2.556
C 3.847 0.808 0.693
C 0.134 0.844 5.232
C 1.002 -2.280 -1.738
C 0.496 2.858 4.037
C -1.839 -0.869 -0.494
C 0.337 3.592 -2.882
C -0.513 -0.616 -2.699
C 3.293 3.733 -0.038
C -0.502 -5.224 1.117
C -0.527 0.351 4.121
C -0.161 2.289 2.960
C -1.417 -3.039 2.551
C 0.670 2.118 5.192
C 0.423 -2.428 -4.067
C -0.585 4.698 -0.204
C -2.996 -1.400 0.117
C -3.767 -2.385 -1.917
C -2.253 2.574 -1.573
C -3.948 -2.150 -0.566
C 0.242 -4.053 1.146
C -1.692 -1.110 -1.874
C -2.151 -4.216 2.537
C -1.698 -5.311 1.816
C 3.406 1.585 -2.236
C -0.219 -2.962 1.861
H -0.311 -3.236 -3.915
H -0.141 -6.071 0.548
H -0.981 -0.630 4.164
H -0.104 0.284 -2.232
H -1.195 4.549 0.691
H 1.200 2.521 6.046
H 0.863 3.873 3.965
H -3.190 -1.226 1.174
H -2.309 1.889 -2.423
H 1.398 -1.868 1.315
H 1.181 -3.992 0.606
H -4.495 -2.959 -2.476
H -2.274 -6.227 1.798
H -1.052 5.503 -0.784
H 0.112 -1.841 -4.932
H 3.100 3.924 1.021
H 0.271 -3.028 -1.390
H 1.381 -2.893 -4.305
H 3.184 0.539 -2.471
H 0.408 5.038 0.102
H 2.830 2.210 -2.922
H 2.667 4.407 -0.628
H -2.629 2.029 -0.705
H -2.526 -2.032 -3.621
H -2.923 3.420 -1.761
H 0.804 -1.439 2.771
H 1.160 -1.571 -0.922
H -3.086 -4.269 3.082
H 4.470 1.769 -2.419
H -1.804 -2.180 3.088
H 3.740 -0.226 0.351
H 3.427 0.885 1.700
H 1.309 4.056 -2.687
H -0.259 4.298 -3.469
H 4.340 3.983 -0.244
H -0.878 -0.317 -3.683
H 1.947 -2.791 -1.942
H 4.916 1.035 0.755
H 0.501 2.697 -3.487
H -4.820 -2.537 -0.052
H -0.312 2.851 2.050
*
```

How is the electron density shared among the atoms? According to Mulliken, the charges in e are: -0.12 0.27 0.05 0.42 0.18 -0.17 -0.33 0.32 -0.46 -1.08 -0.53 -0.97 -0.93 0.06 -1.07 -0.31 -0.97 -0.70 0.03 -0.17 0.11 -0.11 -1.03 -1.15 -0.02 -0.86 -1.03 -0.79 -0.50 1.73 -0.89 -0.56 -0.89 0.68 0.34 0.42 0.53 -1.66 0.35 0.49 0.48 0.35 0.24 0.19 0.49 0.41 0.41 0.40 0.35 0.29 0.64 0.34 0.23 0.31 0.27 0.27 0.22 0.49 0.48 0.30 -0.36 0.42 0.42 0.08 0.27 0.30 0.31 0.43 0.36 0.86 0.53 0.40 0.31 0.44 0.43



C26H41ClI2N2O6P | ωB97M-V with the def2-TZVPD basis set

Output
LUMO energy, eV: -3.502
Orbital gap, eV: 7.5

```
! RIJCOSX wB97M-V def2-TZVPD def2/J DEFGRID3
* xyz 1 1
I -5.493 -1.180 -1.473
I 2.435 3.230 1.347
Cl -1.618 5.314 -3.740
P -1.902 -1.092 3.889
O 3.932 -1.053 -0.585
O -3.363 0.420 2.100
O -0.604 -1.945 3.307
O -5.264 3.931 1.560
O 0.620 1.814 3.157
O 2.396 -2.207 -1.703
N -1.093 1.329 0.514
N 7.937 -4.513 -2.497
C 8.654 -3.448 -2.848
C -2.669 4.559 -2.530
C -2.734 2.985 -0.592
C 6.675 -4.305 -2.130
C 6.080 -3.052 -2.094
C -5.634 2.803 1.705
C 0.395 -0.341 -0.871
C 1.574 -0.791 0.016
C -2.621 -2.053 -1.146
C 4.402 -1.176 0.780
C 4.209 -2.575 1.334
C 2.663 -1.437 -0.832
C -1.104 0.145 1.451
C -3.275 -2.138 3.297
C -1.964 3.384 -1.857
C 6.839 -1.953 -2.461
C -0.614 2.567 1.239
C 8.155 -2.152 -2.846
C -2.982 0.527 -1.077
C -2.581 1.561 0.005
C 0.637 2.358 2.109
C -3.502 -0.882 -0.680
C -0.090 1.081 -0.622
C -2.042 0.331 2.617
C -5.006 1.657 0.931
C -3.512 1.554 1.262
H 0.776 1.701 -0.398
H -4.227 -1.684 3.578
H -0.410 3.333 0.500
H 4.917 -2.736 2.147
H -3.572 4.225 -3.038
H -2.171 0.394 -1.795
H -1.822 1.246 3.175
H -1.947 2.562 -2.575
H -2.052 -2.470 -0.308
H -3.653 -0.947 0.392
H -0.514 1.496 -1.526
H -3.794 3.066 -0.841
H 0.719 -0.352 -1.914
H -0.409 -1.071 -0.831
H 5.457 -0.926 0.711
H 3.908 -0.423 1.401
H 3.209 -2.722 1.749
H 6.112 -5.189 -1.849
H 4.386 -3.325 0.563
H -2.960 5.316 -1.802
H 9.678 -3.641 -3.146
H 5.045 -2.944 -1.798
H -1.393 2.925 1.905
H -3.285 -2.303 2.216
H -6.456 2.565 2.401
H 1.982 0.039 0.596
H -0.819 -2.530 2.571
H -3.761 1.020 -1.655
H 8.786 -1.326 -3.143
H -3.190 -3.100 3.807
H -0.092 -0.088 1.761
H -1.476 -0.698 0.870
H -2.598 3.736 0.188
H 1.248 -1.560 0.723
H -1.905 -1.736 -1.906
H -3.249 2.447 1.844
H -0.937 3.689 -1.651
H -5.194 1.868 -0.122
H -3.200 -2.866 -1.573
H 6.408 -0.959 -2.448
H -5.482 0.712 1.185
*
```

How is the electron density shared among the atoms? According to Mulliken, the charges in e are: 0.18 0.13 -0.18 -0.18 -0.32 -0.37 -0.40 -0.44 -0.39 -0.59 1.59 -0.54 -0.24 -0.65 -1.78 -0.43 -0.11 -0.38 -1.27 0.10 -1.07 -0.20 -0.95 0.10 -2.72 -0.94 -1.06 -0.29 -0.82 -0.43 -1.78 1.87 -0.64 -0.11 0.16 0.16 -0.92 -0.86 0.36 0.31 1.00 0.42 0.40 0.70 0.58 0.46 0.19 0.04 0.28 0.53 0.77 -0.45 0.40 0.23 0.22 0.37 0.25 0.40 0.34 0.52 0.65 0.25 0.38 -0.01 0.33 0.98 0.37 0.39 1.46 0.26 0.69 0.31 0.33 0.91 0.49 0.34 0.55 0.44 0.34



C26H42BF4O12S | ωB97M-V with the def2-TZVPD basis set

Output
LUMO energy, eV: 1.631
Orbital gap, eV: 6.5

```
! RIJCOSX wB97M-V def2-TZVPD def2/J DEFGRID3
* xyz -1 1
S -2.576 -4.098 1.198
F -0.707 -5.236 2.545
F -0.952 -1.641 0.261
F -1.037 -3.176 3.216
F 0.042 -3.570 1.339
O -4.939 -3.943 -0.947
O 8.776 3.493 -1.490
O -3.371 -5.002 1.983
O 9.456 1.585 -2.432
O -3.111 -1.796 2.296
O -5.378 -2.897 -2.930
O 3.156 -0.490 -2.557
O 4.713 1.001 -1.952
O -7.358 -2.165 -2.102
O -3.451 -0.298 0.572
O 1.562 3.332 0.049
O -2.225 -4.577 -0.112
C 1.761 2.455 -1.037
C -5.587 -1.437 3.613
C -3.429 -2.497 1.197
C 0.221 3.308 0.538
C 6.633 0.025 -2.898
C 10.342 2.247 -0.260
C -0.965 -3.966 2.139
C 0.187 3.056 2.020
C -4.905 -2.914 -1.556
C -6.613 -2.383 -3.053
C 9.674 3.258 0.672
C -6.850 -1.061 4.413
C 4.273 -0.085 -2.640
C -1.218 2.789 2.546
C 9.500 2.351 -1.517
C -1.909 -1.454 -0.706
C -7.013 -2.068 -4.458
C 9.099 4.263 -0.318
C -5.262 -0.421 2.512
C -1.947 1.635 1.810
C -2.770 0.786 2.767
C -1.624 -2.318 -1.910
C 5.395 -0.627 -3.509
C -4.408 -1.577 -1.101
C -3.295 -1.566 -0.064
C 6.064 1.317 -2.334
B -3.652 -0.393 2.049
H 8.863 2.774 1.218
H 5.224 -0.301 -4.536
H -0.206 4.294 0.344
H 1.075 2.667 -1.856
H 1.674 1.417 -0.736
H -7.617 -1.832 4.412
H -6.889 -1.003 -4.605
H -0.351 2.580 -0.025
H -4.476 -2.820 1.205
H -4.769 -1.497 4.317
H -0.594 -2.139 -2.208
H 11.367 2.527 -0.507
H 6.602 1.670 -1.459
H 6.037 2.119 -3.076
H -1.717 -3.378 -1.715
H -1.852 -0.417 -1.019
H 8.197 4.748 0.043
H -4.078 -1.039 -1.981
H 2.765 2.618 -1.400
H 0.842 2.233 2.292
H 10.322 1.234 0.130
H -5.517 0.572 2.875
H 0.571 3.942 2.523
H -1.829 3.685 2.471
H -2.643 2.095 1.119
H -2.234 -2.037 -2.758
H 5.419 -1.712 -3.467
H -5.707 -2.408 3.149
H -1.159 2.542 3.600
H -6.389 -2.576 -5.183
H -6.613 -0.837 5.447
H 7.010 -0.598 -2.085
H 9.824 5.030 -0.600
H -5.860 -0.634 1.625
H -1.212 1.052 1.270
H -2.130 0.319 3.517
H -3.416 1.469 3.320
H 10.345 3.709 1.399
H -5.262 -1.030 -0.726
H 7.448 0.189 -3.597
H -8.052 -2.309 -4.603
H -7.315 -0.166 4.017
*
```

How is the electron density shared among the atoms? According to Mulliken, the charges in e are: 1.27 -0.23 -0.42 -0.17 -0.22 -0.47 -0.35 -0.71 -0.57 -0.84 -0.37 -0.56 -0.29 -0.56 -0.66 -0.39 -0.72 -0.55 0.06 -0.34 -0.32 -0.44 -0.46 0.65 -0.69 0.74 0.81 -0.50 -1.37 0.48 -0.87 0.58 -0.43 -1.15 -0.44 -0.91 0.31 -1.32 -1.68 -0.50 -1.78 1.69 -0.27 0.91 0.27 0.26 0.18 0.34 0.33 0.35 0.27 0.30 0.60 0.21 0.45 0.27 0.16 0.19 0.30 0.46 0.32 0.59 0.11 0.27 0.28 0.43 0.38 0.34 0.18 0.39 0.32 0.12 0.43 0.31 0.30 0.27 0.30 0.11 0.06 0.27 0.36 0.33 0.59 0.34 0.34 0.36



C26H42Cl3CoN4O4Si | ωB97M-V with the def2-TZVPD basis set

Output
LUMO energy (alpha / beta), eV: 0.037 / -0.443
Orbital gap (alpha / beta), eV: 7.9 / 7.9

```
! RIJCOSX wB97M-V def2-TZVPD def2/J DEFGRID3
* xyz 0 5
Co -2.491 -1.265 -0.468
Cl -2.975 -3.107 -1.433
Cl -0.881 -0.277 -1.393
Cl -3.793 -0.070 0.832
Si -2.450 1.177 -2.423
O 2.549 -1.714 4.371
O -3.273 -3.906 2.440
O -0.112 2.232 2.767
O 1.456 1.541 -1.731
N 2.222 -3.921 3.899
N -5.181 -2.923 1.606
N -1.112 -1.756 0.918
N 1.357 3.146 1.256
C -6.020 -2.667 0.448
C 3.596 -0.271 1.625
C 1.965 -2.590 3.724
C 0.251 -1.068 2.747
C 0.983 -2.261 2.650
C -0.298 -2.805 0.686
C 2.769 -0.305 -0.664
C 2.673 3.749 1.062
C 2.421 1.731 -4.019
C 2.767 1.538 -2.556
C 1.036 2.498 2.424
C -0.772 -0.833 1.842
C 0.753 -3.097 1.550
C 0.276 3.702 0.466
C -4.137 -3.787 1.551
C 2.110 0.320 -1.840
C 4.821 3.022 -2.687
C 3.401 -1.554 -0.834
C -1.878 1.537 -4.138
C 2.883 0.326 0.592
C 4.228 -1.496 1.435
C 3.938 2.057 -2.004
C -4.042 0.111 -2.614
C -2.924 2.566 -1.288
C 4.110 -2.148 0.206
C -5.422 -2.197 2.836
H 2.716 -4.162 4.743
H 3.075 3.464 0.079
H -1.362 0.084 1.853
H -6.255 -1.516 2.668
H -1.404 2.525 -4.192
H -0.542 -3.412 -0.185
H -5.657 -2.894 3.648
H -4.533 -1.630 3.128
H 0.456 -0.317 3.508
H -6.816 -3.422 0.349
H 1.563 -4.620 3.559
H 5.248 2.635 -3.623
H 3.350 3.386 1.844
H -2.274 2.598 -0.414
H -0.126 4.606 0.948
H -3.955 2.477 -0.921
H 1.572 2.415 -4.134
H 2.143 0.759 -4.439
H -4.134 -4.415 0.644
H -4.570 -0.044 -1.658
H 1.606 -0.365 -2.526
H 4.315 1.676 -1.060
H 3.320 -2.043 -1.807
H 4.582 -3.120 0.063
H 1.931 2.267 3.041
H -6.488 -1.678 0.527
H 3.651 0.205 2.609
H -1.167 0.761 -4.446
H -4.758 0.606 -3.294
H 2.608 4.846 1.106
H 0.660 3.965 -0.524
H 4.353 3.990 -2.917
H -2.715 1.527 -4.854
H -3.815 -0.885 -3.023
H 2.369 1.272 0.773
H -5.423 -2.703 -0.474
H 1.365 -3.976 1.354
H -2.858 3.517 -1.829
H 5.661 3.254 -2.023
H -0.521 2.960 0.374
H 3.267 2.139 -4.578
H 4.761 -1.967 2.262
*
```

How is the electron density shared among the atoms? According to Mulliken, the charges in e are: -0.16 -0.59 0.19 -0.58 0.72 -0.64 -0.64 -0.58 -0.18 -0.39 0.27 1.10 0.27 -0.78 -0.55 0.00 -0.88 1.33 -0.51 0.37 -0.92 -1.48 1.60 0.17 -0.41 -1.34 -0.69 -0.19 -1.35 -1.78 -0.79 -1.03 1.05 -0.50 -0.75 -1.00 -0.84 -0.83 -0.84 0.28 0.21 0.44 0.33 0.31 0.50 0.32 0.21 0.61 0.33 0.22 0.49 0.31 0.15 0.37 0.35 0.21 0.31 0.46 0.13 0.86 0.58 0.43 0.41 0.26 0.30 0.30 0.27 0.44 0.38 0.37 0.31 0.38 0.29 0.14 0.17 0.41 0.43 0.39 -0.29 0.43 0.38



C26H42F4N3O9 | ωB97M-V with the def2-TZVPD basis set

Output
LUMO energy, eV: -4.852
Orbital gap, eV: 6.9

```
! RIJCOSX wB97M-V def2-TZVPD def2/J DEFGRID3
* xyz 1 1
F 2.157 -1.367 -5.851
F 4.513 -1.522 -5.512
F 3.448 0.624 -5.548
F 3.162 -5.054 -2.390
O -6.373 -1.828 4.651
O 5.390 3.362 -0.045
O 3.086 -0.733 -3.627
O -2.778 -1.529 0.039
O 4.444 3.042 2.013
O -5.039 -1.395 -0.273
O -7.181 -3.937 4.293
O -2.340 3.463 -2.403
O -3.285 3.143 -0.345
N 3.568 -1.733 -1.414
N 3.688 0.690 -0.955
N 1.393 -0.227 -0.836
C -0.312 -0.848 -2.783
C 2.592 -5.332 0.043
C 3.862 -1.747 -2.898
C -6.515 -3.153 4.948
C 1.258 -2.725 -1.750
C -4.204 -0.717 1.817
C 6.375 4.481 1.773
C 6.836 5.114 0.484
C 3.291 -0.804 -5.082
C -5.442 -1.241 5.559
C -5.688 -0.962 1.925
C -5.701 -3.502 6.157
C -3.893 -1.266 0.458
C 0.516 -1.301 -1.431
C -1.184 4.142 -2.891
C -2.444 3.667 -1.057
C -5.435 -2.147 6.762
C 3.381 -4.366 -1.071
C 2.865 -0.436 -1.088
C 5.285 3.566 1.301
C 6.545 4.042 -0.533
C -0.894 5.215 -1.874
C -6.138 -0.898 0.489
C -1.673 0.022 -2.349
C -1.355 4.581 -0.586
C 2.692 -2.883 -0.972
H 1.106 0.689 -1.293
H 7.885 5.421 0.498
H 3.700 -2.777 -3.429
H 0.155 5.522 -1.860
H -1.503 6.102 -2.086
H -4.777 -3.993 5.836
H -0.366 3.420 -2.979
H 1.685 -5.806 -0.571
H -6.259 -1.878 7.434
H -0.319 -1.538 -0.612
H 0.328 -0.276 -3.578
H -4.463 -1.191 5.071
H 2.463 -2.697 0.185
H 1.352 -2.964 -2.914
H 7.364 3.320 -0.621
H -0.565 3.986 -0.120
H 3.246 -6.236 0.397
H -3.652 -1.251 2.594
H -6.264 -4.143 6.839
H 4.019 1.052 -0.019
H 6.226 6.001 0.273
H -7.021 -1.518 0.310
H 2.106 -4.720 0.915
H -6.353 0.126 0.166
H -5.866 -1.967 2.325
H -0.748 -1.859 -3.244
H -1.436 0.828 -1.527
H -2.521 -0.678 -1.918
H 4.526 -4.385 -0.740
H 6.336 4.462 -1.521
H 7.165 3.885 2.239
H 5.023 -1.488 -3.005
H -6.204 -0.246 2.570
H -1.741 5.328 0.112
H -5.764 -0.227 5.813
H 0.555 -3.592 -1.327
H 5.989 5.227 2.471
H -2.092 0.565 -3.314
H -3.965 0.350 1.835
H 4.078 1.179 -1.805
H -4.504 -2.098 7.333
H -1.394 4.563 -3.879
*
```

How is the electron density shared among the atoms? According to Mulliken, the charges in e are: -0.21 -0.23 -0.26 -0.36 -0.28 -0.28 -0.26 -0.60 -0.59 -0.36 -0.60 -0.33 -0.61 0.20 -0.13 -0.07 -0.57 -1.01 -0.62 0.50 -0.84 -0.39 -0.35 -0.53 0.73 -0.35 -0.11 -0.35 0.46 0.44 -0.27 0.58 -0.52 -0.09 -0.05 0.45 -0.45 -0.50 -0.57 -0.58 -0.39 -0.21 0.40 0.32 0.45 0.31 0.26 0.24 0.11 0.29 0.27 0.24 0.10 0.17 0.35 0.27 0.29 0.20 0.33 0.26 0.29 0.13 0.27 0.32 0.28 0.26 0.05 0.36 0.09 0.12 0.35 0.31 0.26 0.31 0.38 0.32 0.33 0.48 0.29 0.34 0.26 0.21 0.32 0.33



C26H42FN2O15 | ωB97M-V with the def2-TZVPD basis set

Output
LUMO energy, eV: 1.678
Orbital gap, eV: 6.1

```
! RIJCOSX wB97M-V def2-TZVPD def2/J DEFGRID3
* xyz -1 1
F 3.133 2.840 1.011
O 8.683 -2.125 0.799
O -2.913 2.553 -2.244
O -3.452 3.120 -0.136
O -7.125 -2.464 -3.112
O -5.970 -2.465 -5.014
O -5.580 -0.760 2.489
O 3.433 2.969 -1.636
O -3.789 -1.985 1.887
O -4.459 1.378 -1.088
O -4.955 -3.071 -3.094
O -0.377 2.771 1.734
O 7.796 -1.187 2.650
O 3.222 0.734 -1.817
O -5.763 -2.396 0.951
O 6.932 -3.080 1.855
N 1.879 0.945 0.725
N 0.689 1.476 0.178
C 6.673 -0.951 4.795
C 3.093 1.612 0.345
C -3.653 -3.225 1.177
C 0.236 1.060 -1.136
C 8.022 2.993 -0.117
C -4.111 2.915 2.194
C -5.357 -4.450 -0.287
C 5.629 1.479 0.707
C 6.385 1.026 -0.549
C -7.945 -1.779 -4.077
C -4.786 -3.140 0.181
C 4.277 0.783 0.857
C -7.347 -2.293 -5.368
C -9.405 -2.087 -3.871
C -5.093 -1.633 1.840
C 7.825 1.563 -0.644
C -4.758 1.316 0.318
C 0.481 3.971 -0.120
C 0.231 2.717 0.688
C 7.879 -2.122 1.671
C 3.263 1.821 -1.192
C 6.559 -1.393 3.360
C -4.517 2.742 0.753
C -5.919 -2.705 -3.683
C -3.551 2.374 -1.259
C 6.363 -2.877 3.153
H -0.751 1.494 -1.307
H 8.150 3.025 0.966
H 5.540 2.561 0.765
H 6.921 0.109 4.850
H -3.786 -4.044 1.889
H -9.590 -3.159 -3.962
H 7.461 -1.504 5.309
H -7.756 -3.268 -5.648
H 5.728 -1.114 5.314
H -5.674 -5.062 0.560
H -10.008 -1.560 -4.611
H -2.670 -3.292 0.719
H 4.048 0.538 1.902
H 7.141 3.600 -0.342
H 8.876 3.484 -0.586
H -4.502 -2.526 -0.675
H -7.757 -0.708 -3.965
H -6.226 -4.270 -0.917
H 0.476 4.823 0.551
H 4.280 -0.153 0.294
H 8.511 0.897 -0.116
H -4.618 -4.998 -0.870
H -3.234 2.308 2.420
H -5.776 0.973 0.480
H 1.427 3.891 -0.660
H -5.382 3.369 0.515
H 0.869 1.358 -1.977
H 5.321 -3.188 3.165
H -4.059 0.624 0.789
H -3.853 3.953 2.397
H 6.258 1.178 1.559
H -4.929 2.616 2.850
H 6.459 -0.064 -0.465
H -7.440 -1.604 -6.203
H 0.134 -0.028 -1.148
H 6.933 -3.469 3.875
H 5.783 -0.821 2.843
H -0.316 4.060 -0.865
H -9.726 -1.778 -2.877
H 1.942 -0.028 0.460
H 8.118 1.573 -1.697
H 5.820 1.236 -1.456
*
```

How is the electron density shared among the atoms? According to Mulliken, the charges in e are: -0.44 -0.54 -0.56 -0.32 -0.29 -0.35 -0.56 -0.81 -0.31 -0.32 -0.47 -0.62 -0.38 -0.74 -0.33 -0.35 -0.46 0.23 -1.65 1.67 -0.45 -0.42 -1.22 -1.39 -1.57 -0.52 -0.52 0.50 0.75 -1.69 -0.53 -1.45 0.62 -0.35 -0.22 -0.84 0.34 0.68 0.14 1.47 0.53 0.63 0.54 -0.51 -0.07 0.26 0.46 0.38 0.28 0.35 0.39 0.30 0.38 0.44 0.39 0.33 0.52 0.31 0.38 0.22 0.27 0.24 0.33 0.26 0.15 0.37 0.28 0.43 0.28 0.19 0.27 0.32 0.03 0.38 0.27 0.39 0.12 0.31 0.28 0.29 -0.47 0.24 0.36 0.36 0.42 0.40